{
  "formula": "C25H50Cl2F5O16P3S",
  "method": "ωB97M-V with the def2-TZVPD basis set",
  "symbols": ["C", "C", "Cl", "C", "Cl", "C", "O", "S", "O", "O", "O", "C", "C", "F", "F", "C", "F", "F", "F", "H", "H", "H", "H", "H", "O", "P", "O", "C", "C", "O", "C", "C", "O", "C", "C", "H", "H", "H", "H", "H", "H", "H", "H", "H", "H", "H", "H", "H", "H", "H", "O", "P", "O", "C", "C", "O", "C", "C", "O", "C", "C", "H", "H", "H", "H", "H", "H", "H", "H", "H", "H", "H", "H", "H", "H", "H", "O", "P", "O", "C", "C", "O", "C", "C", "O", "C", "C", "H", "H", "H", "H", "H", "H", "H", "H", "H", "H", "H", "H", "H", "H", "H"],
  "coordinates": [[-5.472, 3.517, -7.250], [-4.704, 2.143, -6.751], [-5.338, 1.420, -5.125], [-3.591, 1.465, -7.530], [-2.905, -0.094, -6.793], [-3.142, 2.152, -8.948], [-3.711, 1.218, -9.969], [-2.840, 1.660, -11.407], [-1.892, 0.568, -12.028], [-3.662, 2.558, -12.374], [-1.649, 2.759, -10.776], [-1.562, 2.221, -9.377], [-0.450, 2.863, -8.358], [-0.771, 4.234, -7.880], [-0.134, 2.014, -7.185], [0.963, 2.990, -9.242], [2.181, 2.932, -8.350], [1.134, 1.836, -10.193], [0.956, 4.295, -9.981], [-6.260, 3.836, -6.427], [-4.624, 4.348, -7.364], [-5.977, 3.408, -8.320], [-3.604, 3.170, -9.292], [-1.225, 1.102, -9.496], [-0.588, -1.831, -1.151], [-2.093, -1.524, -1.348], [-2.582, -3.106, -1.197], [-2.176, -3.884, -0.082], [-3.192, -3.814, 1.039], [-2.023, -1.484, -3.012], [-0.820, -1.087, -3.654], [0.019, -2.305, -4.012], [-3.774, -1.181, -1.568], [-4.664, -1.118, -0.475], [-4.194, -0.201, 0.633], [-1.189, -3.590, 0.286], [-2.099, -4.920, -0.426], [-3.246, -2.801, 1.450], [-2.926, -4.492, 1.854], [-4.190, -4.083, 0.681], [-0.259, -0.381, -3.033], [-1.089, -0.554, -4.570], [0.101, -3.015, -3.190], [1.024, -2.009, -4.320], [-0.450, -2.848, -4.839], [-4.871, -2.123, -0.113], [-5.617, -0.737, -0.863], [-3.180, -0.443, 0.960], [-4.866, -0.274, 1.494], [-4.183, 0.839, 0.291], [4.450, 0.214, 3.129], [3.815, 0.516, 1.750], [4.230, -0.948, 1.079], [3.905, -2.162, 1.739], [2.571, -2.704, 1.271], [5.114, 1.386, 1.172], [5.939, 2.100, 2.081], [7.144, 1.261, 2.477], [3.106, 0.853, 0.208], [1.850, 0.324, -0.158], [0.765, 0.583, 0.865], [3.905, -2.050, 2.827], [4.689, -2.883, 1.486], [1.756, -2.035, 1.566], [2.371, -3.687, 1.705], [2.547, -2.799, 0.181], [5.369, 2.424, 2.958], [6.283, 3.009, 1.578], [6.876, 0.239, 2.742], [7.674, 1.713, 3.319], [7.838, 1.185, 1.633], [1.952, -0.735, -0.386], [1.565, 0.808, -1.100], [1.059, 0.252, 1.863], [-0.153, 0.061, 0.580], [0.549, 1.654, 0.931], [1.379, 0.425, 9.470], [0.629, -0.309, 8.332], [1.259, 0.633, 7.115], [2.660, 0.829, 7.006], [3.289, -0.195, 6.083], [-0.799, 0.528, 8.527], [-1.150, 1.026, 9.810], [-0.706, 2.473, 9.959], [-0.210, -1.129, 7.060], [0.436, -2.082, 6.245], [1.156, -3.158, 7.030], [3.155, 0.810, 7.981], [2.812, 1.827, 6.584], [3.211, -1.200, 6.508], [4.348, 0.020, 5.922], [2.789, -0.204, 5.109], [-0.735, 0.394, 10.603], [-2.239, 0.972, 9.904], [0.318, 2.636, 9.622], [-0.788, 2.801, 10.998], [-1.337, 3.121, 9.342], [1.097, -1.577, 5.544], [-0.342, -2.557, 5.635], [1.843, -2.734, 7.765], [1.723, -3.803, 6.352], [0.439, -3.777, 7.577]],
  "lowdin_charge": [-0.1238, -0.5290, 0.5076, -0.4841, 0.5853, -0.2272, -0.2197, 0.9316, -0.2935, -0.2949, -0.1987, -0.1747, -0.1184, 0.0253, 0.0290, -0.1105, 0.0224, 0.0337, 0.0375, 0.0875, 0.0993, 0.1040, 0.1714, 0.1738, -0.2527, 0.7577, -0.2198, -0.2968, -0.0822, -0.2251, -0.3045, -0.0678, -0.2021, -0.3043, -0.0817, 0.1001, 0.1220, 0.0615, 0.0799, 0.0789, 0.0982, 0.0761, 0.0690, 0.0795, 0.0769, 0.0918, 0.1276, 0.0560, 0.0890, 0.0849, -0.2566, 0.7592, -0.2204, -0.2984, -0.0829, -0.2258, -0.3059, -0.0770, -0.1993, -0.3071, -0.0826, 0.1002, 0.1209, 0.0617, 0.0783, 0.0807, 0.1019, 0.1149, 0.0681, 0.0762, 0.0764, 0.0860, 0.1252, 0.0610, 0.0466, 0.0852, -0.2519, 0.7487, -0.2261, -0.2953, -0.0907, -0.2303, -0.3085, -0.0776, -0.2072, -0.3102, -0.0855, 0.1036, 0.1207, 0.0634, 0.0783, 0.0544, 0.1022, 0.1137, 0.0691, 0.0766, 0.0753, 0.0895, 0.1242, 0.0616, 0.0860, 0.0834],
  "lumo_ev": -2.1,
  "smiles": "C/C(Cl)=C(/Cl)[C@@H]1OS(=O)(=O)O[C@H]1C(F)(F)C(F)(F)F.CCOP(=O)(OCC)OCC.CCOP(=O)(OCC)OCC.CCOP(=O)(OCC)OCC",
  "orbital_gap_ha": 0.287
}